The following is a quantum chemistry calculation of a cluster of 2 separate species, C4H13NOS in total in a non-equilibrium geometry, from OMol25.

The geometry in XYZ format:
```
20
Properties=species:S:1:pos:R:3:forces:R:3:lowdin_charge:R:1
O 1.315363 1.782079 -2.323815 0.02 0.06 0.12 -0.0810
H -1.275429 -1.758380 0.780963 -0.02 -0.11 0.30 0.0736
H -0.182860 -1.281396 -3.292656 0.07 0.09 0.22 0.0792
H 1.410746 -1.933960 -1.798376 0.33 0.56 0.21 0.1117
H -1.500637 -0.156556 0.099838 -0.05 -0.04 -0.20 0.0660
C 0.536291 -0.890864 -0.046771 0.12 0.84 -0.55 -0.2772
S -0.636213 0.019486 2.288233 -0.36 -0.45 0.02 0.7857
H 0.829617 0.134495 -0.287519 0.14 0.01 -0.08 0.0784
H -0.438217 2.374283 2.515557 0.09 0.05 0.07 0.0263
H -1.285485 -0.929577 -2.168436 -0.09 0.11 0.03 0.0673
C 0.456787 -1.646196 -1.358090 -0.41 -0.75 -0.49 -0.2756
N -0.295417 -0.868141 -2.368790 0.14 -0.06 -0.03 -0.0075
H -0.010949 -2.627756 -1.205305 -0.20 0.01 0.24 0.1047
H 0.907975 1.713045 1.524045 -0.02 0.12 0.24 0.0344
H 1.334771 -1.232381 0.603685 -0.14 -0.52 0.20 0.1090
H -0.668021 1.922460 0.815363 -0.20 0.01 0.12 0.0391
C -0.158777 1.663020 1.745781 0.27 0.01 -0.55 -0.4276
H 0.867975 2.478533 -2.811508 -0.01 0.00 -0.01 0.0273
C -0.808419 -0.784100 0.659518 0.41 0.24 0.32 -0.5139
H 0.679247 1.051424 -2.278756 -0.09 -0.18 -0.19 -0.0200
```
Forces are in eV/Å.

The calculation puts the strongest force on any atom at 1.01 eV/Å. The calculation puts the total energy at -18731.705 eV. Its SMILES is CSCCCN.O.